# 1
18
Properties=species:S:1:pos:R:3 method="wB97M-V/def2-TZVPD" de_lowest_kj_mol=317.58 energy_ev=-8546.5195 lumo_ev=0.40
B 0.821 1.063 -0.584
C -0.413 -3.973 -0.745
C -0.440 1.197 0.191
C -0.122 -2.757 -0.254
C -0.086 0.033 0.811
C 0.710 -1.716 -0.845
C 0.684 -0.435 -0.296
N -0.048 4.269 0.857
H 1.741 1.848 -0.702
H -1.176 -4.590 -0.224
H 0.207 -4.373 -1.593
H -1.277 1.959 0.374
H -0.819 4.752 0.464
H -0.824 -2.398 0.559
H -0.260 -0.343 1.743
H 1.387 -1.908 -1.645
H -0.448 3.807 1.586
H 0.362 3.566 0.305


# 2
20
Properties=species:S:1:pos:R:3 method="wB97M-V/def2-TZVPD" charge=-1 de_lowest_kj_mol=716.08 energy_ev=-11968.5311 lumo_ev=0.47
C 0.721 -0.394 0.725
O 1.207 -1.421 -0.073
C -0.288 0.592 0.168
C -0.334 0.872 -1.302
C 0.138 -0.270 -2.296
O -0.094 0.115 -3.527
N -0.056 2.077 2.150
H 0.204 -0.823 1.578
H 1.623 0.111 1.107
H -1.288 0.190 0.426
H -1.340 1.210 -1.576
H 0.294 1.757 -1.465
H 1.209 -0.432 -2.085
H -0.327 -1.231 -1.975
H -0.617 1.646 2.873
H -0.292 1.545 0.997
H 0.142 3.050 2.335
H 0.600 -2.246 0.054
H -0.725 -3.636 1.079
O -0.779 -2.712 0.807


# 3
90
Properties=species:S:1:pos:R:3 method="wB97M-V/def2-TZVPD" charge=+1 multiplicity=2 energy_ev=-55124.2087 s2=0.752 lumo_ev="-5.32 / -6.17"
Cd 33.705 21.773 -10.680
Cd 37.093 20.188 -9.414
O 35.621 21.754 -9.773
C 36.057 22.785 -8.845
C 37.503 22.779 -8.295
O 38.110 21.550 -8.106
H 35.396 22.618 -7.994
H 35.730 23.784 -9.130
H 37.662 23.332 -7.369
H 38.205 23.405 -8.845
C 41.878 28.160 -5.414
C 41.235 26.859 -4.999
C 41.881 25.660 -5.763
O 41.646 25.614 -7.156
C 40.363 25.003 -7.408
N 41.476 26.769 -3.603
H 42.926 28.311 -5.153
H 41.344 29.021 -5.012
H 41.810 28.319 -6.490
H 40.174 26.828 -5.247
H 41.635 24.730 -5.251
H 42.957 25.788 -5.641
H 40.156 25.023 -8.478
H 39.488 25.483 -6.969
H 40.248 23.927 -7.278
H 42.451 26.838 -3.349
H 41.067 27.581 -3.164
C 37.490 24.003 -14.828
C 38.132 22.867 -13.989
C 38.725 23.562 -12.732
O 39.474 22.685 -11.953
C 40.460 23.343 -11.034
N 36.927 22.014 -13.700
H 38.163 24.849 -14.969
H 36.601 24.295 -14.269
H 37.275 23.741 -15.864
H 38.851 22.293 -14.574
H 37.901 24.063 -12.225
H 39.351 24.331 -13.185
H 41.282 23.708 -11.649
H 40.712 22.576 -10.301
H 39.892 24.106 -10.503
H 37.215 21.052 -13.809
H 36.323 22.167 -14.495
C 29.332 25.497 -4.981
C 30.308 24.606 -5.746
C 30.854 23.475 -4.829
O 31.735 22.583 -5.594
C 32.936 23.169 -6.106
N 29.529 24.074 -6.821
H 29.918 25.608 -4.068
H 28.357 25.138 -4.654
H 29.207 26.483 -5.428
H 31.043 25.248 -6.230
H 30.044 22.896 -4.384
H 31.434 23.969 -4.051
H 33.566 22.333 -6.412
H 33.339 23.837 -5.345
H 32.635 23.679 -7.022
H 29.256 24.787 -7.482
H 30.185 23.533 -7.367
C 35.970 29.895 -5.110
C 36.906 28.827 -4.451
C 36.951 27.428 -5.209
O 35.575 26.917 -5.425
C 35.506 25.873 -6.413
N 38.274 29.398 -4.604
H 36.438 30.064 -6.080
H 36.102 30.800 -4.517
H 34.931 29.590 -5.236
H 36.540 28.725 -3.430
H 37.507 26.687 -4.634
H 37.417 27.535 -6.188
H 35.921 26.229 -7.356
H 34.483 25.674 -6.731
H 35.962 24.907 -6.197
H 38.466 29.704 -5.548
H 39.026 28.729 -4.525
O 37.589 22.977 -4.445
H 37.599 23.422 -5.292
H 38.204 23.474 -3.905
O 40.958 20.997 -7.794
H 41.430 21.731 -8.185
H 40.033 21.218 -7.906
O 35.945 19.520 -7.898
H 36.193 19.614 -6.979
H 35.057 19.166 -7.872
O 38.625 20.294 -5.549
H 38.249 21.038 -5.078
H 38.726 20.605 -6.449